#one
Below is 4 unconnected molecules or ions with the total composition CH8O5, with properties calculated with ωB97M-V with the def2-TZVPD basis set.

Results
Structure (SMILES): O=CO.O.O.O
Gap between HOMO and LUMO (eV): 10.7

Structure (ORCA input):
```
! RIJCOSX wB97M-V def2-TZVPD def2/J DEFGRID3
* xyz 0 1
O -0.920 1.383 1.680
C -0.049 2.006 2.214
O 1.146 2.275 1.677
H -0.176 2.431 3.218
H 1.431 1.565 1.053
O 1.348 -0.250 0.169
H 1.141 -1.168 -0.041
H 1.353 0.181 -0.692
O 0.617 -2.237 -1.858
H 0.049 -1.603 -2.306
H 1.110 -2.690 -2.545
O -2.094 -0.405 -1.068
H -1.900 -1.090 -0.416
H -3.056 -0.398 -1.087
*
```

#two
Below is 4 unconnected molecules or ions with the total composition CH8O5, with properties calculated with ωB97M-V with the def2-TZVPD basis set.

Results
Structure (SMILES): O=CO.O.O.O
Gap between HOMO and LUMO (eV): 11.4

Structure (ORCA input):
```
! RIJCOSX wB97M-V def2-TZVPD def2/J DEFGRID3
* xyz 0 1
O -0.210 2.515 1.882
C 0.648 1.738 2.086
O 0.255 0.392 2.425
H 1.716 1.995 2.299
H 0.323 -0.382 1.845
O -0.800 -3.050 1.710
H -0.427 -3.694 2.323
H -1.715 -2.897 1.899
O 1.519 -0.983 -2.065
H 1.349 -0.463 -2.832
H 1.124 -1.840 -2.329
O -1.252 1.798 -3.039
H -0.555 2.372 -2.759
H -1.974 2.499 -3.443
*
```

Relative energy table, unit kJ/mol: #one 0.0; #two 124.3

#one
Below is CHNO2S in the gas phase, with properties calculated with ωB97M-V with the def2-TZVPD basis set.

Results
Structure (SMILES): O=C=NOS
Gap between HOMO and LUMO (eV): 9.3

Structure (ORCA input):
```
! RIJCOSX wB97M-V def2-TZVPD def2/J DEFGRID3
* xyz 0 1
O 2.678 0.536 0.332
C 1.543 0.326 0.032
N 0.497 -0.088 -0.452
O -0.733 0.459 -0.691
S -2.077 -0.712 -0.350
H -1.907 -0.521 1.129
*
```

#two
Below is 2 unconnected molecules or ions with the total composition CHNO2S, with properties calculated with ωB97M-V with the def2-TZVPD basis set.

Results
Gap between HOMO and LUMO (spin up / spin down) (eV): 6.2 / 6.3

Structure (ORCA input):
```
! RIJCOSX wB97M-V def2-TZVPD def2/J DEFGRID3
* xyz 0 1
C -0.588 0.444 0.057
N -0.100 1.695 0.014
O 1.707 1.277 -0.072
O -0.331 2.877 0.034
S -2.267 0.183 -0.031
H 0.108 -0.434 0.215
*
```

Relative energy table, unit kJ/mol: #one 0.0; #two 474.8